ORCA calculation (the ωB97M-V functional and the def2-TZVPD basis) on a molecular structure, C31H52BrCrN4P3 in a non-equilibrium geometry.

ORCA input file:
```
! RIJCOSX wB97M-V def2-TZVPD def2/J DEFGRID3
* xyz 2 5
N -5.5784 -0.9009 2.5707
C -4.7364 -0.1164 3.2580
C -3.8127 0.7332 2.6339
C -3.7834 0.7602 1.2222
C -4.7291 -0.0173 0.5104
C -5.6098 -0.8231 1.2329
C -2.7942 1.5047 0.4953
Cr 0.2450 0.0543 -0.2028
P 1.9144 0.7478 -1.5149
C -2.5465 1.2576 -0.8129
C -1.9265 2.2230 -1.7146
C -2.1321 2.0913 -3.1074
C -1.4260 2.8860 -3.9966
C -0.4182 3.7112 -3.4651
C -0.3926 4.0523 -2.1055
C -1.1128 3.2618 -1.2167
Br 1.0660 4.2712 -4.5973
H -2.1454 2.1881 1.0546
H -2.8316 0.3051 -1.2992
H -3.1405 1.3553 3.2281
H -4.8077 0.0179 -0.5721
H -4.7935 -0.1340 4.3552
H -6.3736 -1.4129 0.7062
H -2.8764 1.3586 -3.4455
H -1.0522 3.4342 -0.1329
H -1.6016 2.8451 -5.0725
H 0.1883 4.9100 -1.7679
P -0.5802 -2.1196 -0.6721
C 2.4103 2.3615 -0.7981
C 3.1378 3.2151 -1.8228
H 2.9983 2.1912 0.1230
H 1.4922 2.8813 -0.4720
H 3.4799 4.1559 -1.3697
H 4.0108 2.7007 -2.2400
H 2.4553 3.4724 -2.6458
C 1.2927 0.8667 -3.2140
C 2.4042 0.8967 -4.2549
H 0.6662 1.7613 -3.2921
H 0.5928 0.0367 -3.4024
H 1.9888 1.0828 -5.2542
H 3.1168 1.6971 -4.0433
H 2.9250 -0.0639 -4.2670
C 3.1800 -0.5303 -1.3312
C 4.5668 -0.0309 -1.6915
H 2.8856 -1.4159 -1.9142
H 3.1455 -0.8547 -0.2794
H 5.2972 -0.8410 -1.5819
H 4.6206 0.3225 -2.7235
H 4.8687 0.7781 -1.0198
C 0.2862 -3.6165 -0.0516
C 1.7368 -3.8123 -0.4683
H -0.3277 -4.4482 -0.4258
H 0.1996 -3.6312 1.0401
H 2.1148 -4.7183 0.0194
H 1.8558 -3.9517 -1.5464
H 2.3935 -2.9893 -0.1502
C -0.4686 -2.4078 -2.4969
C -1.5824 -1.7603 -3.3120
H -0.4653 -3.5003 -2.6243
H 0.5160 -2.0364 -2.8207
H -1.4902 -2.0785 -4.3592
H -2.5833 -2.0503 -2.9596
H -1.5158 -0.6608 -3.3001
C -2.3403 -2.5154 -0.2756
C -2.5919 -2.9498 1.1664
H -2.6703 -3.3002 -0.9737
H -2.9423 -1.6228 -0.4968
H -3.6559 -3.1772 1.3033
H -2.0356 -3.8494 1.4560
H -2.3636 -2.1415 1.8771
C 2.4572 -0.5932 4.5417
N 2.1868 0.8093 4.1419
C 0.8923 1.2321 4.7253
N -0.2167 0.3675 4.2898
C 0.1044 -1.0283 4.6805
N 1.3816 -1.4998 4.1001
C 1.3325 -1.6588 2.6500
P 0.9899 -0.0100 1.8829
C 2.2799 1.0168 2.7002
C -0.4798 0.5080 2.8578
H 2.4837 -0.6165 5.6393
H 3.4148 -0.9116 4.1178
H 0.6872 2.2684 4.4238
H 0.9789 1.1330 5.8195
H -0.7037 -1.6941 4.3494
H 0.2119 -1.0509 5.7825
H 2.2872 -2.0541 2.2626
H 0.5452 -2.3742 2.3694
H 2.1441 2.0716 2.4317
H 3.2776 0.7141 2.3416
H -1.3566 -0.0972 2.5851
H -0.7157 1.5581 2.6292
*
```

As for the energy: -165265.8228 eV. As for the expectation value of S²: 6.068. The lowest unoccupied orbital energy (alpha / beta) is -6.9663 / -6.1505 eV. Its max |F| is 2.97 eV/A. The calculation puts the frontier orbital gap (alpha / beta) at 0.236 / 0.269 Ha.

Atom charges from the Löwdin analysis, given in e for atoms 1 to 5: 0.0768, -0.1098, -0.0207, -0.2287, -0.0254